DFT (the ωB97M-V functional and the def2-TZVPD basis) results for 3 unconnected molecules or ions with the total composition C17H37BNO7.

Positions of all 63 atoms, in Å:
H1 0.735557 3.584099 -2.797863
O1 -2.123860 3.726828 0.455478
H2 -2.197672 -0.634437 -1.057950
H3 -0.274619 -1.292963 2.471453
H4 -1.940905 -6.669971 -1.415389
H5 5.617203 2.739167 -0.347785
O2 1.560975 -2.211248 0.710396
H6 -2.745824 2.031363 -1.490340
H7 -0.032445 -3.344605 1.105120
H8 3.742104 1.798051 -2.413062
H9 3.424296 4.436963 -2.106460
H10 -1.826145 -4.979136 -1.932131
H11 5.079502 1.585685 0.839782
C1 -2.170105 1.509405 -0.726887
C2 2.737416 3.686503 -2.502422
C3 3.550665 -2.179523 2.189119
C4 3.459071 2.391410 -0.362963
O3 -4.165847 -2.442205 0.918109
O4 -0.016938 5.995118 -1.264586
H12 5.158931 1.090414 -0.839508
H13 -1.202410 2.004484 1.108723
H14 -2.798387 -0.182397 0.547094
C5 -4.964697 -4.640130 0.513732
C6 -1.223343 4.276769 -0.477562
H15 -2.648202 -5.917655 0.873604
H16 2.996145 3.550878 -3.562173
H17 3.085618 -2.943519 2.805800
C7 -2.105298 2.314212 0.569670
H18 3.379988 3.423448 -0.027279
H19 1.939198 5.154448 -0.452346
B1 0.928154 4.846680 -1.098691
H20 -0.288206 -2.734057 3.499372
O5 3.478283 -1.473850 -0.065858
H21 -1.155485 1.416316 -1.111837
C8 -2.166176 -5.233943 0.171688
H22 4.577847 -2.476981 1.994657
H23 -3.781901 0.075502 -0.907307
C9 4.909365 1.924761 -0.186678
H24 1.392897 -3.826617 2.003916
C10 0.324634 -2.125526 2.832734
C11 -2.346403 -5.668410 -1.268007
H25 3.560292 -1.238293 2.737406
H26 -2.958736 2.043142 1.197083
C12 -3.895703 -3.576891 0.645269
H27 -0.672529 5.924082 0.690150
O6 0.089598 3.830240 -0.292554
H28 -5.407238 -4.559659 -0.478191
N1 1.407616 4.254970 -2.439832
H29 -5.733470 -4.435594 1.254018
C13 -2.771993 0.103736 -0.498662
C14 0.814622 -2.961980 1.669411
O7 -2.609856 -3.894240 0.388018
H30 2.077232 1.725140 -1.907438
C15 2.983543 2.327448 -1.828394
H31 -3.397451 -5.677861 -1.557610
H32 1.150066 -1.710573 3.409942
C16 2.873594 -1.941344 0.854206
H33 -1.107188 -5.215482 0.422639
H34 -1.921120 6.395823 -0.524686
C17 -1.039721 5.777843 -0.336566
H35 -1.541412 4.120921 -1.521418
H36 -4.611218 -5.657863 0.661393
H37 2.808089 1.781102 0.260453

Forces on atoms 1 to 2 (eV/Å):
-0.02 0.04 -0.07
-0.21 -0.10 -0.18

Calculated values
net charge: -1
frontier orbital gap: 5.43 eV
HOMO: -3.553 eV

The molecule's Löwdin atomic charges, reported in e, are given here: 0.081, -0.072, 0.062, 0.085, 0.080, 0.061, 0.008, 0.105, 0.097, 0.087, 0.100, 0.088, 0.053, -0.225, -0.295, 0.010, -0.250, 0.115, -0.062, 0.055, 0.119, 0.050, 0.012, -0.428, 0.112, 0.088, 0.062, -0.230, 0.084, 0.100, -0.732, 0.081, 0.114, 0.101, -0.243, 0.087, 0.064, -0.129, 0.113, -0.052, -0.059, 0.096, 0.112, -0.519, 0.125, -0.022, 0.095, 0.027, 0.089, -0.113, -0.238, -0.009, 0.101, -0.197, 0.069, 0.067, -0.526, 0.108, 0.117, -0.187, 0.151, 0.065, 0.093

DFT (the ωB97M-V functional and the def2-TZVPD basis) results for a gas-phase ion, C17H37F3OPS (charge -1) at a distorted geometry.

Positions of all 60 atoms, in Å:
C1 -0.262632 2.058185 1.448527
C2 -0.228080 -5.202148 -1.985086
H1 0.502517 -7.347824 2.068622
H2 -0.434468 -2.941867 -0.839287
H3 0.899573 7.581255 1.015623
H4 -0.687586 6.092293 0.446370
H5 -1.721388 -5.168219 0.673025
C3 0.493755 -0.244066 -2.369319
H6 0.136943 -5.986435 -2.638763
O1 -0.357543 -6.688076 0.344989
C4 0.619479 4.358937 0.010191
C5 1.296383 6.588526 0.819023
C6 0.054801 -2.712749 -1.781131
H7 0.036736 0.523616 -2.983959
C7 -1.571875 -6.032462 0.026462
H8 -1.011586 4.815547 2.583625
C8 0.905251 0.302236 -0.984396
H9 -2.387933 -6.736743 0.200597
H10 -0.595734 -8.497389 1.324334
H11 0.428201 -3.915102 -3.553547
H12 1.133627 -2.681941 -1.687567
C9 0.128805 5.531107 0.870492
H13 -1.942210 -6.503695 -1.995197
H14 -1.257499 1.632041 -0.669519
C10 -0.524391 -1.375448 -2.293492
P1 -0.447169 2.793263 -0.325474
S1 -2.420498 3.745185 0.332002
H15 -0.661552 1.051407 1.396188
C11 -0.051744 5.259071 2.357910
C12 -1.601139 -5.637771 -1.440890
H16 1.122673 2.108655 -2.060554
C13 -0.299681 -3.853578 -2.748995
H17 0.757697 4.668662 2.772443
H18 -0.925062 2.566870 2.142169
H19 0.146574 -0.037890 -0.278884
H20 1.670853 2.889935 2.142982
F1 0.888748 2.448030 4.333838
H21 1.630998 4.131971 0.351916
H22 2.018904 2.168368 -0.585789
H23 -1.238011 -7.094866 2.186890
H24 -2.312994 -4.825427 -1.551738
C14 1.131711 1.955749 2.043762
H25 1.831023 -0.208041 -0.719462
F2 2.221362 0.856203 3.836701
H26 2.095366 6.334137 1.506065
H27 1.644404 6.622230 -0.209763
C15 1.072961 1.436142 3.464260
H28 1.776350 1.247041 1.537358
H29 -0.854259 -1.526905 -3.319684
H30 -2.813413 4.534235 -0.682028
H31 0.474004 -5.057239 -1.179026
F3 0.095286 0.572052 3.698804
H32 0.785058 4.786609 -0.978477
C16 -0.438781 -7.438548 1.531206
C17 1.080044 1.819126 -1.014893
H33 1.396711 -0.559891 -2.895634
H34 -0.724113 3.313537 -1.661826
H35 -0.016761 6.219662 2.870634
H36 -1.396746 -1.034751 -1.744020
H37 -1.291949 -3.702812 -3.158603

Forces on atoms 1 to 2 (eV/Å):
0.11 0.19 -0.10
-0.70 0.60 -0.64

Calculated values
net charge: -1
frontier orbital gap: 6.51 eV
HOMO: -4.001 eV

The molecule's Löwdin atomic charges, reported in e, are given here: -0.336, -0.198, 0.084, 0.106, 0.061, 0.096, 0.123, -0.232, 0.101, -0.195, -0.336, -0.111, -0.195, 0.099, -0.246, 0.036, -0.281, 0.113, 0.082, 0.104, 0.111, -0.481, 0.104, -0.036, -0.216, 0.328, 0.320, 0.063, -0.112, -0.168, 0.052, -0.213, 0.059, 0.039, 0.079, 0.100, 0.112, 0.065, 0.054, 0.082, 0.109, -0.138, 0.095, 0.117, 0.067, 0.058, -0.661, 0.110, 0.094, -0.249, 0.096, 0.140, 0.065, -0.119, -0.339, 0.106, -0.042, 0.068, 0.108, 0.097

DFT (the ωB97M-V functional and the def2-TZVPD basis) results for a molecular structure, C17H38BMgNO5P at a distorted geometry.

Positions of all 64 atoms, in Å:
B1 -3.161415 1.891522 -0.072677
C1 0.652882 0.616642 3.787611
O1 2.113887 4.035262 1.329429
H1 -1.974632 -1.214526 -2.598801
H2 -4.778969 -2.112845 -1.865196
C2 -0.276511 2.545809 -1.570763
H3 -0.795178 2.060453 3.014038
H4 0.385434 -4.667375 -0.569350
H5 0.405984 0.683578 4.848740
C3 0.282142 1.909721 3.103677
H6 -3.183900 3.147013 -0.239422
H7 3.782590 4.654536 3.068613
H8 1.091160 -1.568707 -2.171689
H9 0.713560 -5.253671 0.911982
H10 -3.342038 -4.326573 -2.778744
N1 0.759900 -4.418464 0.339744
H11 1.461187 3.733531 -1.175905
C4 2.093870 -3.883047 0.209210
H12 1.220958 -0.031455 -0.377573
C5 1.006147 2.823148 -0.769287
H13 -2.659414 -3.036369 -3.768331
H14 4.000955 3.813958 0.569290
C6 -3.514961 -3.314254 -3.147147
Mg1 4.214157 -5.238685 0.861115
H15 0.123447 -2.690294 -1.248597
O2 0.841436 1.918040 1.762683
H16 0.118475 -0.237539 3.369784
C7 -2.986498 -0.996870 -2.236584
C8 -2.898061 -0.099023 -1.015420
C9 -0.765234 -0.709165 0.183665
H17 2.386631 -3.480985 1.191170
O3 -0.424443 4.124876 1.181679
H18 3.283341 2.325057 1.190898
H19 -0.886971 -0.479415 1.241004
H20 -0.091053 2.887050 -2.592582
H21 -4.032499 1.955319 0.860744
H22 -1.069183 3.185899 -1.178559
H23 -3.490954 -0.427183 -3.022139
P1 0.760369 3.294477 0.946903
C10 3.399979 3.396416 1.378720
O4 -1.941316 1.433484 0.369874
C11 0.714117 -0.959160 -0.106565
H24 3.018892 -2.098880 -0.534511
H25 2.666903 -3.263416 -1.790370
H26 -1.316567 -1.641775 0.005451
H27 1.175320 -1.269094 0.836184
C12 -0.766581 1.104226 -1.733942
H28 -3.312378 -0.611143 -0.125697
C13 -3.713473 -2.321038 -1.996575
H29 -4.385491 -3.373880 -3.801329
H30 -1.455621 1.131330 -2.582631
O5 -3.672290 1.116565 -1.106398
H31 0.690908 2.761829 3.654232
C14 0.984369 -2.021422 -1.181107
H32 2.827856 -4.700090 -0.016800
H33 5.112134 3.559515 2.674144
H34 1.723977 0.423511 3.699076
H35 1.754736 2.035913 -0.887679
H36 -3.363345 -2.755078 -1.053977
C15 4.025535 3.645117 2.735608
C16 2.262473 -2.809572 -0.882541
C17 -1.519860 0.392088 -0.567785
H37 3.660933 2.941510 3.485693
H38 0.062191 0.463597 -2.044286

Forces on atoms 1 to 2 (eV/Å):
0.48 -0.68 -0.73
-0.01 -0.07 -0.03

Calculated values
net charge: +1
frontier orbital gap: 1.42 eV
HOMO: -9.110 eV

The molecule's Löwdin atomic charges, reported in e, are given here: -0.569, -0.065, -0.205, 0.117, 0.118, -0.183, 0.115, 0.083, 0.086, -0.251, 0.247, 0.087, 0.114, 0.077, 0.070, 0.029, 0.109, -0.423, 0.095, -0.190, 0.070, 0.121, -0.095, 0.710, 0.092, -0.234, 0.064, -0.133, -0.241, -0.069, 0.077, -0.230, 0.106, 0.118, 0.123, 0.266, 0.093, 0.141, 0.468, -0.268, 0.119, -0.173, 0.115, 0.112, 0.121, 0.114, -0.070, 0.174, -0.239, 0.076, 0.128, 0.138, 0.122, -0.199, -0.148, 0.081, 0.080, 0.093, 0.103, -0.061, -0.183, -0.324, 0.072, 0.111

DFT (the ωB97M-V functional and the def2-TZVPD basis) results for a molecular structure, C17H38BaN10O3S4Sb at a distorted geometry.

Positions of all 74 atoms, in Å:
H1 8.197571 11.855803 21.583618
N1 11.332761 7.754731 16.150978
N2 4.753697 9.485018 17.392607
H2 10.699631 12.123772 12.471075
S1 8.604099 12.534807 14.713434
H3 7.661769 8.729807 15.810553
C1 12.712128 7.825063 15.660529
H4 9.401980 10.768573 20.896683
C2 9.046286 11.580154 11.263227
H5 8.185060 10.096969 9.817911
C3 5.245850 10.489478 19.522195
H6 11.652153 6.784895 19.377464
H7 10.225917 7.742551 10.976189
Ba1 10.366345 10.491105 16.328912
H8 11.486962 5.930303 17.109244
C4 4.934626 11.605349 15.068384
N3 7.556957 10.769257 19.981875
H9 10.795394 9.081818 19.144677
S2 12.633189 10.004252 11.428611
C5 8.637297 11.455606 20.649512
H10 10.698844 7.869627 14.188113
S3 6.659237 13.345650 17.750281
C6 13.323920 9.194580 15.931774
H11 3.774641 9.635481 17.552170
H12 13.335051 11.148031 15.079232
N4 6.951495 9.454592 18.079336
S4 10.524696 13.298449 17.746553
H13 9.657144 8.066725 9.263949
H14 6.051172 11.714800 21.112368
H15 5.409408 11.468995 16.052275
Sb1 8.581751 13.888352 16.694898
C7 10.323644 8.407429 10.095795
H16 10.985102 6.279805 14.591718
H17 8.317255 8.799391 14.376212
H18 6.287616 13.150978 14.709467
N5 5.302335 12.935183 14.548649
H19 13.193815 10.048746 13.954368
C8 6.255104 11.036595 20.245015
H20 11.359791 8.297055 9.684063
H21 12.203735 9.269973 19.836659
H22 8.568119 6.714293 14.472224
C9 7.913582 10.023820 18.849546
N6 10.316680 11.404582 11.880669
C10 5.342982 10.498817 14.099172
C11 10.973862 10.398447 11.268452
H23 12.961638 9.550784 16.888313
H24 10.212619 7.107349 17.678627
O1 9.134079 9.847937 18.685653
H25 4.649447 13.618803 14.933430
H26 4.175226 10.798122 19.610738
H27 13.134190 7.421382 18.478482
N7 10.119560 9.733046 10.471411
H28 3.919988 11.510415 15.390000
O2 5.561420 10.963929 12.878722
H29 9.083090 12.302320 20.138114
H30 12.763694 7.601017 14.606896
H31 13.321838 7.081838 16.159673
H32 8.304188 9.494439 11.499996
H33 8.184918 12.036022 11.870798
O3 5.447849 9.319312 14.392374
N8 8.540732 8.639397 15.313925
C12 10.494216 7.227446 15.037887
C13 8.766914 10.172971 10.739265
N9 12.896125 10.200686 14.923566
C14 9.031777 7.273279 15.295274
H34 5.514692 11.959290 12.873011
C15 12.044942 7.478410 18.678771
C16 5.663250 9.802415 18.327827
H35 8.791319 6.798331 16.256636
H36 9.159441 12.158255 10.327825
H37 14.405236 9.052199 15.964863
C17 11.303953 6.995647 17.420444
N10 11.738378 8.869970 18.972370
H38 4.925076 9.180885 16.446629

Forces on atoms 1 to 2 (eV/Å):
0.37 -0.21 -0.32
0.87 0.33 -0.57

Calculated values
frontier orbital gap (alpha / beta): 6.76 / 6.28 eV
<S²>: 0.76
2S+1: 2
HOMO (alpha / beta): -6.584 / -7.252 eV
ΔE to the lowest compared entry with this formula, charge and spin: 0.000 eV

The molecule's Löwdin atomic charges, reported in e, are given here: 0.102, -0.271, 0.173, 0.114, -0.294, 0.047, -0.210, 0.076, -0.184, 0.128, -0.027, 0.098, 0.095, 1.452, 0.141, -0.202, -0.047, -0.015, 0.568, -0.024, 0.102, -0.168, -0.286, 0.111, 0.101, 0.193, -0.349, 0.106, 0.151, 0.047, 0.096, -0.114, 0.154, 0.042, -0.072, -0.020, -0.024, -0.090, 0.074, 0.118, 0.125, -0.510, 0.029, -0.519, -0.807, 0.050, 0.118, -0.205, 0.082, 0.127, 0.119, -0.202, 0.115, 0.085, 0.053, 0.114, 0.116, 0.132, 0.103, 0.044, -0.083, -0.219, -0.130, -0.109, -0.263, 0.109, -0.239, -0.366, 0.117, 0.125, 0.114, -0.185, -0.009, 0.077